Density functional theory data (the ωB97M-V functional and the def2-TZVPD basis) for a 10-piece molecular cluster, C46H113N7O10 overall in a non-equilibrium geometry.

Structure (XYZ):
```
176
Properties=species:S:1:pos:R:3:forces:R:3:lowdin_charge:R:1
C -5.36081 0.25605 -4.73635 -0.7 -0.6 -0.7 -0.030
C -5.56851 1.75030 -5.01777 0.8 -0.3 1.0 -0.517
C -6.02372 1.92719 -6.44535 -1.7 -0.4 -0.6 -0.040
C -6.60011 2.28819 -4.00884 -1.3 0.2 -1.4 -0.142
C -6.46080 3.76703 -3.68386 1.1 -0.2 1.2 -0.147
C -5.00281 4.13876 -3.27755 -0.2 -0.2 0.2 -0.124
C -3.94467 3.03406 -3.53661 -1.1 0.9 0.1 -0.523
C -2.60247 3.74536 -3.58356 0.5 -0.3 -0.7 -0.032
C -3.93093 2.01016 -2.40627 0.9 -0.2 0.3 -0.015
N -4.33336 2.54220 -4.85404 0.8 0.1 -0.7 -0.084
O -3.24820 1.93739 -5.55485 -0.1 0.0 0.3 -0.039
H -4.52517 -0.15808 -5.30164 0.2 0.1 0.3 0.078
H -5.33191 0.00664 -3.68040 0.4 0.0 0.0 0.059
H -6.22153 -0.29852 -5.13276 -0.1 0.2 0.1 0.089
H -5.37705 1.46723 -7.18938 0.5 0.5 0.1 0.085
H -6.98095 1.39847 -6.60386 0.2 -0.2 0.3 0.084
H -6.32679 2.94868 -6.68254 0.7 0.2 0.0 0.088
H -7.57054 2.17680 -4.51629 0.0 -0.1 0.1 0.118
H -6.71883 1.64021 -3.14337 0.5 0.2 0.3 0.105
H -6.77396 4.42397 -4.48953 -0.2 -0.2 -0.1 0.106
H -7.06462 3.95191 -2.79314 -0.4 0.2 -0.3 0.106
H -4.96612 4.39144 -2.21376 0.0 0.1 -0.1 0.110
H -4.69025 5.01140 -3.84956 0.0 0.1 0.1 0.109
H -2.43581 4.32751 -2.67824 0.0 -0.2 0.1 0.092
H -2.53263 4.42605 -4.43495 -0.3 0.0 0.0 0.093
H -1.79214 3.02740 -3.74233 0.0 0.1 0.3 0.065
H -3.03770 1.37741 -2.46320 -0.2 -0.1 -0.2 0.069
H -4.79850 1.36681 -2.39160 -0.1 0.1 0.2 0.049
H -3.82488 2.52059 -1.44498 -0.2 0.0 0.0 0.091
H -2.88823 1.23572 -4.98029 -0.2 -0.1 -0.1 0.040
C 2.02039 -2.49533 4.16245 -1.2 -1.0 0.3 -0.039
C 2.28197 -1.77964 5.48170 0.5 0.7 -0.2 -0.516
C 3.61248 -2.26416 6.06952 0.1 -0.8 0.7 -0.028
C 2.39754 -0.28388 5.13993 -0.2 0.7 -0.4 -0.149
C 2.51660 0.61235 6.35771 -0.4 -0.3 0.6 -0.177
C 1.23658 0.36724 7.17155 0.6 1.1 0.2 -0.149
C 0.98867 -1.08292 7.56357 0.4 -0.3 0.9 -0.514
C 1.93073 -1.54451 8.71500 0.6 0.3 -0.2 -0.012
C -0.44343 -1.17519 8.06754 -0.6 -0.4 -0.6 -0.046
N 1.13518 -1.91056 6.37398 -1.0 0.7 -1.2 -0.114
O 0.76544 -3.25675 6.56928 0.5 -0.2 0.5 -0.008
H 1.98536 -3.58268 4.29859 1.0 0.0 -0.1 0.083
H 0.98832 -2.40510 3.79680 0.1 1.0 0.1 0.086
H 2.71831 -2.13066 3.41537 0.1 -0.4 -0.2 0.078
H 4.41854 -2.36115 5.34153 -0.1 0.2 -0.2 0.087
H 3.96577 -1.65475 6.90113 0.0 0.2 -0.2 0.065
H 3.48236 -3.25984 6.51217 -0.1 0.0 -0.2 0.086
H 3.17432 -0.08754 4.39364 0.2 -0.3 0.2 0.115
H 1.46958 0.01091 4.63221 0.0 -0.1 0.0 0.123
H 3.40081 0.41209 6.97036 0.0 -0.2 -0.1 0.100
H 2.58047 1.67697 6.12500 -0.1 0.0 -0.3 0.106
H 0.40936 0.78820 6.59194 -0.1 -0.4 -0.1 0.118
H 1.27422 0.99214 8.07269 -0.1 -0.3 0.1 0.125
H 2.48006 -2.44315 8.44261 -0.3 -0.2 0.0 0.066
H 1.40815 -1.73543 9.65005 -0.1 0.1 0.0 0.077
H 2.71090 -0.79770 8.89829 -0.1 0.0 0.1 0.077
H -1.11802 -0.80928 7.28651 0.0 -0.1 0.1 0.086
H -0.63998 -0.60046 8.97007 0.3 0.1 0.0 0.088
H -0.69270 -2.21795 8.27443 0.0 0.1 0.1 0.081
H -0.14373 -3.29887 6.25723 0.0 0.0 -0.1 0.105
C -6.72279 -0.75187 1.11268 0.8 0.5 0.3 -0.031
C -6.60766 -2.20135 0.65684 -0.6 -0.8 -0.8 -0.527
C -7.79511 -3.03575 1.18555 -0.5 0.8 -0.4 -0.026
C -6.68238 -2.19205 -0.87819 0.6 1.2 -0.2 -0.155
C -6.25339 -3.45925 -1.61187 -1.1 0.7 0.8 -0.168
C -4.83702 -3.74523 -1.15878 0.1 -0.4 -0.7 -0.145
C -4.62321 -3.83793 0.35523 -0.7 -0.2 0.1 -0.518
C -5.16054 -5.18177 0.84783 -0.1 -0.4 0.6 -0.019
C -3.13772 -3.65870 0.61591 0.5 0.9 -0.4 -0.032
N -5.28678 -2.69548 1.00825 0.7 0.6 0.2 -0.095
O -5.18406 -2.83549 2.43215 -0.1 -0.1 -0.3 -0.020
H -7.73641 -0.35639 1.10297 -0.1 -0.2 0.1 0.083
H -6.26924 -0.61976 2.09686 -0.4 -0.1 0.2 0.079
H -6.11953 -0.10476 0.46722 -0.1 -0.1 -0.1 0.077
H -8.03338 -3.89656 0.56034 0.5 -0.3 0.3 0.069
H -7.68763 -3.26029 2.24320 0.0 -0.3 0.0 0.084
H -8.69042 -2.41763 1.04545 0.1 0.0 0.3 0.080
H -7.63616 -1.72789 -1.14976 -0.2 -0.6 -0.1 0.127
H -5.96308 -1.43214 -1.22620 0.0 0.0 0.2 0.106
H -6.96453 -4.26439 -1.40665 0.2 -0.2 0.0 0.107
H -6.33016 -3.21126 -2.67069 0.3 -0.4 -0.1 0.111
H -4.18793 -2.97753 -1.59230 0.0 0.1 0.2 0.120
H -4.51160 -4.70082 -1.57975 0.2 0.1 0.0 0.120
H -6.24891 -5.17554 0.91540 0.0 -0.1 -0.4 0.070
H -4.84672 -5.44177 1.86213 0.2 0.3 0.0 0.082
H -4.82223 -5.99801 0.20766 -0.1 0.0 -0.1 0.086
H -2.83722 -3.80801 1.64997 0.0 -0.3 0.0 0.080
H -2.94457 -2.60769 0.36441 0.1 0.0 0.2 0.080
H -2.48065 -4.19530 -0.07144 -0.2 -0.5 0.2 0.083
H -4.44922 -2.25258 2.64375 0.0 0.1 0.1 0.098
C 6.68352 -2.48571 -0.65110 0.3 -0.1 0.3 -0.106
O 5.95687 -2.09443 -1.79292 0.2 0.3 0.1 -0.215
C 5.47518 -3.19528 -2.51967 -0.4 -0.9 0.3 -0.232
C 4.91660 -2.74535 -3.83950 0.1 -0.1 -1.0 -0.436
C 3.72128 -1.84319 -3.65188 -0.4 0.4 0.6 -0.051
N 4.52292 -3.92484 -4.61483 -0.1 -0.2 0.2 0.041
H 7.45241 -3.22023 -0.91884 -0.1 -0.1 0.1 0.090
H 6.02355 -2.88663 0.12787 0.0 -0.2 -0.1 0.093
H 7.20671 -1.63247 -0.21875 -0.2 0.2 -0.2 0.085
H 6.26156 -3.95593 -2.64133 0.1 0.2 -0.2 0.127
H 4.66641 -3.73158 -1.98955 0.1 0.2 0.1 0.129
H 5.69753 -2.18923 -4.38142 0.0 0.1 0.3 0.141
H 3.91859 -1.18605 -2.80088 0.0 0.3 -0.4 0.046
H 2.80650 -2.37020 -3.36814 0.2 -0.4 -0.1 0.076
H 3.48603 -1.24834 -4.53506 0.1 0.1 0.0 0.087
H 4.14176 -3.64845 -5.50987 -0.1 0.0 0.0 0.074
H 5.29394 -4.55647 -4.79477 0.1 0.1 0.0 0.069
C 4.25993 2.50001 2.42949 -0.7 -1.1 -0.3 -0.103
O 3.84718 3.63965 1.69991 0.2 0.6 0.6 -0.234
C 4.83143 4.66633 1.68437 1.1 -1.4 -1.3 -0.206
C 4.32269 5.90663 1.00179 -0.5 1.0 1.4 -0.418
C 5.36560 7.01127 1.15007 0.0 0.3 -1.0 -0.074
N 3.05199 6.38828 1.58764 -0.3 -0.2 -0.2 0.050
H 3.59283 1.71642 2.06179 0.2 -0.2 0.2 0.059
H 4.09999 2.54301 3.51336 0.1 0.6 0.0 0.088
H 5.28530 2.19661 2.20926 0.0 0.2 -0.1 0.086
H 5.32162 4.80166 2.65659 -0.8 0.5 0.3 0.135
H 5.68038 4.25922 1.09768 -0.1 0.2 -0.1 0.120
H 4.10043 5.78779 -0.05805 0.3 -0.5 -0.1 0.141
H 5.62547 7.22756 2.18382 0.0 -0.1 0.1 0.078
H 4.94422 7.90629 0.68844 0.0 0.1 0.3 0.076
H 6.26869 6.81412 0.56419 0.1 -0.3 0.3 0.077
H 2.27513 5.89987 1.14756 0.1 0.1 0.0 0.047
H 2.95017 6.12953 2.56490 0.4 0.1 0.1 0.072
C 2.65482 2.55824 -2.67773 -0.4 0.7 -0.5 -0.113
O 3.31318 1.33629 -2.48216 0.1 -0.6 0.2 -0.218
C 4.72686 1.52089 -2.45731 -0.1 0.8 0.0 -0.193
C 5.18985 1.78113 -1.03795 0.5 -0.7 0.2 -0.427
C 6.67344 2.08142 -1.03232 0.3 0.7 -0.4 -0.061
N 4.96746 0.62272 -0.15234 -0.5 0.5 -0.1 0.089
H 2.62585 2.80043 -3.74908 0.0 0.1 0.1 0.095
H 3.12439 3.40128 -2.15709 0.1 -0.1 0.1 0.088
H 1.62091 2.53589 -2.32644 0.1 -0.4 0.1 0.083
H 5.29928 0.67742 -2.85118 -0.5 -0.3 -0.2 0.125
H 4.91991 2.39346 -3.09526 0.4 -0.1 0.0 0.124
H 4.59888 2.61635 -0.65200 0.2 0.1 0.2 0.123
H 6.90227 2.85215 -1.77914 0.1 0.1 0.2 0.081
H 7.28165 1.21775 -1.31057 -0.2 -0.2 0.1 0.079
H 7.00986 2.41421 -0.05185 0.0 0.0 0.0 0.067
H 5.16810 -0.23881 -0.65548 0.0 0.0 0.0 0.043
H 3.97427 0.63061 0.06209 0.1 -0.5 0.2 0.032
C 2.69980 -2.27591 -0.18835 0.5 -0.3 -0.1 -0.094
O 1.47783 -2.20106 -0.87474 -0.4 0.0 -0.2 -0.195
C 1.06847 -0.87045 -1.09744 0.6 0.5 -0.1 -0.187
C 0.57791 -0.15310 0.16521 -0.6 0.4 1.1 -0.377
C -0.80838 0.45098 -0.06808 0.0 -0.1 -0.2 -0.061
N 1.53270 0.90429 0.69207 -0.5 -0.7 -1.8 0.076
H 2.83503 -3.29611 0.17350 -0.2 0.0 0.1 0.097
H 2.73587 -1.58055 0.65491 0.1 0.0 0.0 0.081
H 3.53894 -2.09148 -0.87396 -0.1 0.3 0.2 0.059
H 1.87915 -0.27790 -1.55696 0.1 -0.2 0.2 0.106
H 0.29856 -0.88064 -1.87323 -0.3 -0.3 0.3 0.113
H 0.45552 -0.85907 0.99288 0.1 -0.4 -0.3 0.130
H -0.76861 1.26671 -0.79818 0.0 0.0 0.1 0.079
H -1.22307 0.82428 0.87021 0.0 0.1 -0.1 0.078
H -1.49909 -0.29677 -0.46696 0.0 0.0 0.1 0.073
H 1.93607 1.18029 -0.20731 0.5 0.5 0.4 0.043
H 0.95803 1.71283 0.92224 0.2 0.0 0.1 0.017
C 0.51151 3.72871 2.39648 0.9 -0.3 -0.5 -0.118
O 1.12084 3.98673 1.10849 -0.7 0.0 0.7 -0.168
H -0.43865 4.21372 2.59956 0.0 0.3 -0.5 0.080
H 0.36892 2.64707 2.45442 -0.1 0.0 0.6 0.059
H 1.26269 4.07312 3.11118 -0.4 -0.2 0.6 0.079
H 2.04301 3.79494 1.34768 0.3 0.2 -0.7 0.019
C -0.51890 0.42183 -4.60132 0.3 0.2 0.2 -0.123
O -1.75495 -0.17583 -4.18751 0.4 0.0 0.0 -0.138
H -0.72455 1.30824 -5.20377 0.1 -0.1 -0.1 0.077
H 0.05851 0.73788 -3.72819 -0.2 0.0 0.1 0.063
H 0.13069 -0.26308 -5.14761 -0.2 -0.1 -0.1 0.088
H -1.85073 -1.01298 -4.64951 -0.1 0.0 0.0 0.089
C 0.75059 -4.78013 -2.37362 -1.2 -0.1 0.6 -0.164
O 0.40724 -4.07687 -3.55608 0.2 0.1 -0.2 -0.122
H 0.10466 -4.41642 -1.56677 0.4 0.0 0.2 0.068
H 0.44502 -5.82193 -2.48496 0.4 -0.1 -0.3 0.078
H 1.79186 -4.69229 -2.06749 0.1 0.0 -0.2 0.066
H 0.16209 -3.18795 -3.28729 0.1 0.0 0.0 0.051
```
Forces are in eV/Å.

## Properties
F_max	2.1	eV Å⁻¹
HOMO-LUMO gap	8.4	eV
LUMO energy	0.3045	eV
structure (SMILES)	CC1(C)CCCC(C)(C)N1O.CC1(C)CCCC(C)(C)N1O.CC1(C)CCCC(C)(C)N1O.COC[C@H](C)N.COC[C@H](C)N.COC[C@H](C)N.COC[C@H](C)N.CO.CO.CO
HOMO	-8.120	eV
electronic energy	-80433.1626	eV